{"formula": "C12H16Si", "method": "ωB97M-V with the def2-TZVPD basis set", "e_tot_ev": -20576.20959, "smiles": "C1#CCCC2=CCC/C(=C/CC1)[SiH2]2", "gap_ev": 9.20, "e_above_lowest_kcal_mol": 131.7, "homo_ha": -0.3063, "multiplicity": 1, "species": ["Si", "C", "C", "C", "C", "C", "C", "C", "C", "C", "C", "C", "C", "H", "H", "H", "H", "H", "H", "H", "H", "H", "H", "H", "H", "H", "H", "H", "H"], "coordinates": [[1.440405, 0.243391, -1.549588], [-0.466311, -1.790080, -1.851374], [2.100191, 0.252153, 1.348085], [-0.383137, -0.258021, -1.741742], [-0.139628, 0.917708, 1.936272], [-1.491551, 0.466817, -1.410763], [-1.203695, 1.065650, 1.431406], [1.165392, 0.576864, 2.474151], [-1.592762, 1.880394, -0.823404], [-2.205025, 1.629105, 0.625913], [1.489864, -0.456223, 0.177381], [0.947789, -1.585701, 0.427678], [-0.121335, -2.303415, -0.403558], [-0.574654, 2.353368, -0.900651], [-2.460185, 2.662605, 0.983330], [-2.450542, -0.017529, -1.301881], [2.192593, -0.478781, -2.530678], [0.325113, -2.199285, -2.504884], [0.045255, -3.346014, -0.572900], [3.040227, -0.307067, 1.835624], [-1.040256, -2.096210, 0.195217], [1.567528, 1.444634, 3.032229], [2.616831, 1.184366, 0.911040], [1.020461, -2.243229, 1.442811], [-3.003343, 0.862362, 0.432117], [1.967699, 1.507203, -1.334437], [1.079689, -0.325551, 3.168454], [-1.489695, -2.048972, -2.005775], [-2.376917, 2.409460, -1.490074]], "forces_ev_per_angstrom": [[-2.246, -1.671, 1.131], [1.747, 1.735, 1.788], [4.674, 0.615, -0.438], [-1.297, 1.237, -0.368], [0.925, -0.637, 1.158], [1.827, -0.219, 0.003], [0.524, 0.366, 0.445], [-0.349, -0.331, 1.234], [-0.627, -1.009, -1.663], [-0.862, 1.403, -2.493], [2.138, 1.530, 0.415], [-2.522, -5.824, 1.511], [-0.459, 1.219, -0.602], [-1.196, -0.021, 0.549], [-0.625, -1.272, 0.073], [-0.255, -0.600, -0.371], [0.614, -0.428, -0.607], [-0.912, 0.077, -0.264], [0.131, -0.899, 0.778], [-1.931, 0.810, -1.187], [0.425, -0.614, -0.234], [-0.180, -0.601, 0.041], [-0.919, -0.902, 0.983], [0.101, 2.143, -1.891], [0.002, 1.396, 0.569], [0.422, 2.180, -0.230], [0.036, 1.265, -0.744], [-0.498, -0.629, -0.819], [1.312, -0.320, 1.233]], "nbo_charge": [1.128, -0.438, -0.405, -0.357, 0.009, -0.193, -0.027, -0.482, -0.409, -0.479, -0.455, -0.105, -0.432, 0.217, 0.240, 0.172, -0.173, 0.211, 0.211, 0.212, 0.214, 0.238, 0.204, 0.187, 0.228, -0.180, 0.231, 0.221, 0.212]}



{"formula": "C12H17AuCl2F5O3Te", "method": "ωB97M-V with the def2-TZVPD basis set", "total_charge": 1, "e_tot_ev": -68469.93332, "gap_ev": [8.66, 5.66], "s2": 2.011, "homo_ha": [-0.4606, -0.4605], "multiplicity": 3, "species": ["Au", "Te", "Cl", "Cl", "F", "F", "F", "F", "F", "O", "O", "O", "C", "C", "C", "C", "C", "C", "C", "C", "C", "C", "C", "C", "H", "H", "H", "H", "H", "H", "H", "H", "H", "H", "H", "H", "H", "H", "H", "H", "H"], "coordinates": [[1.557501, 1.482919, -0.895380], [0.026397, 3.132468, -3.225406], [2.522469, 0.453105, 1.344875], [2.054072, -2.402973, 1.840762], [-0.283842, 3.391814, -1.373106], [0.838081, 4.801474, -3.212088], [0.113904, 2.994351, -5.050147], [-1.033214, 1.619090, -3.095406], [-1.560672, 4.045843, -3.438512], [1.610429, 2.272355, -2.918245], [0.589942, -0.242061, -1.611115], [2.571381, 3.151935, -0.135090], [-2.070902, -2.076377, 2.387742], [-0.537544, -3.923435, -0.546768], [-2.734657, -2.415326, 3.689613], [3.179742, -1.219533, 1.217758], [2.903681, 4.246793, -0.892209], [-1.904862, -0.746447, 2.009134], [-1.289661, -0.393926, 0.826368], [-0.805286, -1.425366, -0.013755], [-0.128730, -1.188588, -1.260574], [-1.626298, -3.076655, 1.528060], [-1.008477, -2.784692, 0.328062], [-1.247375, 1.062146, 0.448647], [3.107896, 4.000312, -1.935892], [2.001369, 4.895593, -0.912695], [-2.064447, 1.601708, 0.923642], [3.691130, 4.817722, -0.397853], [-2.747095, -3.488591, 3.865121], [0.525598, -3.853492, -0.778227], [4.083052, -1.221473, 1.815610], [-1.325950, 1.217746, -0.624530], [3.383971, -1.413323, 0.172278], [-1.083465, -3.951538, -1.492605], [-1.771086, -4.114048, 1.804727], [-0.705073, -4.874606, -0.047767], [-0.326850, 1.537303, 0.805914], [-2.217220, -1.931586, 4.519244], [-0.236784, -1.966495, -2.022009], [-2.286931, 0.039407, 2.651586], [-3.764193, -2.053550, 3.700235]], "forces_ev_per_angstrom": [[0.389, -0.392, -0.187], [-0.877, 0.849, -0.147], [-0.083, 0.102, 0.110], [0.018, 0.036, -0.017], [0.112, 0.007, 0.021], [0.125, 0.004, -0.139], [0.162, -0.042, -0.068], [0.067, -0.257, -0.001], [0.101, -0.018, -0.072], [-0.085, -0.302, 0.651], [0.215, 0.162, -0.266], [-0.019, 0.122, -0.049], [0.010, -0.074, 0.059], [-0.043, 0.111, -0.001], [0.001, 0.026, -0.039], [-0.046, -0.144, -0.040], [0.213, 0.128, -0.024], [-0.026, 0.058, 0.068], [0.090, 0.034, -0.070], [-0.072, 0.063, -0.035], [-0.130, -0.140, 0.217], [-0.012, -0.055, 0.085], [-0.004, -0.040, -0.123], [0.055, -0.080, -0.010], [-0.065, -0.069, -0.037], [-0.107, -0.069, 0.012], [-0.015, -0.009, 0.005], [-0.005, -0.033, 0.049], [0.002, 0.000, 0.005], [0.010, -0.011, 0.023], [0.010, 0.036, 0.000], [-0.041, -0.001, -0.013], [0.008, 0.023, -0.024], [-0.001, -0.004, 0.007], [0.010, 0.006, 0.014], [-0.013, 0.006, 0.018], [-0.012, 0.019, 0.059], [0.007, -0.009, -0.001], [0.070, -0.017, -0.014], [-0.024, -0.026, -0.006], [0.004, -0.001, -0.020]], "mulliken_spin": [0.578, -0.004, 0.070, 0.001, 0.004, 0.001, 0.001, -0.001, 0.000, 0.198, 0.073, 0.869, -0.001, 0.001, 0.000, 0.000, 0.035, 0.000, 0.005, -0.002, -0.006, 0.001, 0.002, 0.007, 0.013, 0.114, 0.001, 0.034, 0.000, 0.000, 0.004, -0.003, 0.001, 0.000, 0.000, 0.000, -0.001, 0.000, 0.004, 0.000, 0.000]}



{"formula": "C12H17AuN4S", "method": "ωB97M-V with the def2-TZVPD basis set", "e_tot_ev": -33207.55482, "gap_ev": 8.11, "homo_ha": -0.2878, "multiplicity": 1, "species": ["Au", "S", "N", "N", "N", "N", "C", "C", "C", "C", "C", "C", "C", "C", "C", "C", "C", "C", "H", "H", "H", "H", "H", "H", "H", "H", "H", "H", "H", "H", "H", "H", "H", "H", "H"], "coordinates": [[-0.100791, -0.194769, -0.853597], [-1.008991, -1.381669, -2.598497], [0.536709, 1.343431, 3.480903], [-1.335391, -0.166869, 3.343503], [0.913209, -1.035369, 3.383003], [0.111109, 0.140531, 1.420503], [0.964809, -0.950569, 1.940603], [0.763609, -0.970269, -4.661297], [1.363709, 0.232931, 3.941703], [1.134809, -0.448269, -5.887697], [0.587609, 1.397031, 2.033303], [0.304609, 0.443631, -6.546697], [-0.472291, -1.256669, 3.784403], [-1.271391, -0.090869, 1.902803], [-0.838891, 1.086231, 3.896103], [-1.276491, 0.292031, -4.748097], [-0.900791, 0.812631, -5.973397], [-0.445491, -0.602769, -4.089797], [-1.641791, -1.025469, 1.475503], [-0.522591, -1.341269, 4.872403], [2.400209, 0.408931, 3.642103], [0.585109, 0.832431, -7.513397], [-2.212291, 0.572231, -4.289997], [-0.037891, 2.224231, 1.685303], [-1.901791, 0.732831, 1.557503], [-0.825891, -2.189069, 3.335303], [1.996809, -0.763069, 1.630003], [1.405509, -1.663069, -4.139297], [0.629009, -1.897669, 1.511703], [-0.878391, 1.040031, 4.986703], [-1.554291, 1.501931, -6.487697], [1.621109, 1.575931, 1.721703], [1.312809, 0.181131, 5.031603], [-1.476091, 1.905031, 3.551303], [2.070809, -0.745469, -6.338497]], "forces_ev_per_angstrom": [[-0.412, -0.457, 0.639], [0.293, 0.335, 0.369], [0.068, 0.205, 0.111], [-0.233, -0.055, 0.116], [0.121, -0.194, 0.120], [0.104, 0.082, -0.898], [0.324, -0.398, -0.070], [0.090, 0.059, -0.090], [0.184, 0.041, 0.124], [0.093, 0.016, -0.054], [0.189, 0.508, -0.077], [-0.023, -0.029, -0.099], [-0.057, -0.174, 0.138], [-0.500, -0.065, -0.092], [-0.096, 0.153, 0.124], [0.032, 0.072, -0.063], [-0.018, 0.077, -0.068], [-0.137, -0.149, 0.185], [0.055, 0.080, -0.050], [-0.003, -0.003, -0.052], [-0.038, -0.012, 0.035], [0.056, 0.074, -0.093], [-0.112, 0.010, 0.021], [0.054, -0.114, -0.057], [0.071, -0.085, -0.067], [0.015, 0.035, 0.091], [-0.121, -0.023, -0.067], [0.037, -0.103, 0.034], [0.011, 0.100, -0.052], [-0.012, 0.021, -0.044], [-0.060, 0.074, -0.041], [-0.123, -0.041, -0.065], [0.037, 0.012, -0.042], [0.022, -0.035, 0.049], [0.088, -0.018, -0.017]], "nbo_charge": [0.419, -0.326, -0.461, -0.462, -0.462, -0.522, -0.084, -0.229, -0.079, -0.207, -0.077, -0.226, -0.079, -0.087, -0.079, -0.230, -0.207, -0.152, 0.218, 0.203, 0.201, 0.209, 0.218, 0.209, 0.212, 0.203, 0.209, 0.218, 0.217, 0.203, 0.209, 0.207, 0.203, 0.201, 0.209]}